Entry 1:
A single C19H21Cl2NO5S molecule in a non-equilibrium geometry, computed with the ωB97M-V functional and the def2-TZVPD basis.

Results
HOMO energy in eV: -7.9
E in a.u.: -2486.103236
SMILES: COc1cccc(N[C@@H]2[C@@H](O)[C@@H](Sc3ccc(Cl)c(Cl)c3)O[C@H](CO)[C@@H]2O)c1

Each line ends with the Löwdin charge.
Element x y z (Å)
C (6.23992, -1.83979, -3.46301)  -0.077
O (5.02514, -1.61342, -2.73991)  -0.091
C (4.36450, -2.62498, -2.08640)  -0.266
C (4.86908, -3.91327, -1.90703)  -0.043
C (4.09401, -4.89473, -1.28095)  -0.055
C (2.81144, -4.54752, -0.81417)  -0.057
C (2.29879, -3.29128, -0.93956)  -0.274
N (1.07021, -3.07639, -0.32270)  0.066
C (0.29305, -1.83465, -0.29601)  -0.195
C (0.76062, -1.02466, 0.94207)  -0.299
O (2.14657, -0.64143, 0.89697)  -0.027
C (-0.12422, 0.22932, 1.11838)  -0.431
S (0.17168, 1.50325, -0.21781)  1.010
C (-1.15765, 2.64050, 0.10986)  -0.537
C (-1.25352, 3.34708, 1.34627)  -0.056
C (-2.29605, 4.30384, 1.58409)  -0.073
C (-3.29362, 4.47813, 0.60700)  -0.656
Cl (-4.69795, 5.49479, 0.91688)  0.637
C (-3.20153, 3.74923, -0.60877)  -0.643
Cl (-4.41973, 3.92093, -1.85112)  0.648
C (-2.11564, 2.85456, -0.84852)  -0.135
O (-1.52749, -0.14769, 1.13657)  -0.116
C (-2.04797, -0.95169, 0.04643)  -0.265
C (-3.53945, -1.22239, 0.21736)  -0.154
O (-3.78875, -1.78390, 1.51284)  -0.065
C (-1.19737, -2.23565, -0.09622)  -0.257
O (-1.46307, -3.16233, 0.96479)  -0.017
C (3.08339, -2.32105, -1.60259)  0.039
H (6.62571, -0.84415, -3.73828)  0.093
H (6.03337, -2.38714, -4.40866)  0.102
H (7.02713, -2.36621, -2.92396)  0.080
H (5.83259, -4.15814, -2.27701)  0.085
H (4.47080, -5.89438, -1.10551)  0.103
H (2.22328, -5.27646, -0.29056)  0.104
H (0.65778, -3.89137, 0.11492)  0.132
H (0.40628, -1.29465, -1.24969)  0.154
H (0.65567, -1.65729, 1.84798)  0.168
H (2.65700, -1.38002, 0.54963)  0.067
H (0.07575, 0.70508, 2.05674)  0.112
H (-0.49196, 3.18403, 2.06653)  0.091
H (-2.35989, 4.83451, 2.53489)  0.108
H (-2.06098, 2.26006, -1.74727)  0.098
H (-1.93763, -0.37807, -0.88611)  0.140
H (-4.08103, -0.23915, 0.08364)  0.142
H (-3.90067, -1.90366, -0.55452)  0.135
H (-3.51608, -1.14133, 2.19313)  0.112
H (-1.54691, -2.73572, -1.02961)  0.161
H (-2.31060, -2.94745, 1.41010)  0.081
H (2.65212, -1.33350, -1.78487)  0.122

Cartesian forces (eV/Å) of the 3 atoms listed first:
C -0.4 0.0 -0.7
O 0.1 -0.1 0.3
C -0.3 -0.3 -0.1



Entry 2:
A molecular structure, C19H21F3N2O5Pt in a non-equilibrium geometry, computed with the ωB97M-V functional and the def2-TZVPD basis.

Results
HOMO energy (spin up / spin down) in eV: -7.7 / -8.4
Multiplicity: 3
E in a.u.: -1641.214581

Each line ends with the Löwdin charge.
Element x y z (Å)
Pt (-0.10863, -0.17191, -0.14891)  1.264
O (0.72612, 1.07412, 3.81834)  0.066
C (0.87055, 0.57774, 2.71487)  -0.606
O (0.07712, -0.23438, 2.11319)  -0.135
C (2.24133, 0.89126, 1.99562)  -0.108
C (2.79103, -0.31057, 1.21548)  -0.269
C (4.30342, -0.12054, 1.01731)  -0.093
C (4.32357, 1.01490, -0.04091)  -0.089
C (2.81866, 1.23330, -0.28905)  -0.251
O (2.30143, -0.10332, -0.12150)  -0.184
C (2.22283, 1.99388, 0.90802)  -0.110
C (0.82953, 2.62160, 0.58382)  -0.596
O (0.63652, 3.76551, 0.94709)  0.073
O (0.00316, 1.90427, -0.10474)  -0.198
H (2.88823, 1.16972, 2.82382)  0.148
H (2.47214, -1.28278, 1.58269)  0.151
H (4.75297, -1.03434, 0.62774)  0.110
H (4.80491, 0.15400, 1.94243)  0.116
H (4.82501, 0.69893, -0.95500)  0.111
H (4.80223, 1.91951, 0.32792)  0.116
H (2.55464, 1.62053, -1.26956)  0.159
H (2.82762, 2.85274, 1.18647)  0.149
F (-6.99177, 1.22824, 0.14609)  0.155
C (-6.50654, -0.01413, -0.01920)  -0.586
F (-6.97985, -0.46800, -1.19475)  0.147
F (-7.02559, -0.78433, 0.94783)  0.144
C (-5.00529, -0.00387, 0.00524)  -0.099
C (-4.29598, -0.68878, 0.97923)  0.029
C (-2.92087, -0.54826, 1.00831)  -0.094
N (-2.26689, 0.21453, 0.13251)  -0.061
C (-2.94677, 0.85676, -0.81843)  -0.090
C (-4.32074, 0.77499, -0.91946)  0.027
H (-4.81197, -1.28943, 1.71366)  0.124
H (-2.31310, -1.00948, 1.77830)  0.111
H (-2.36296, 1.48488, -1.47950)  0.119
H (-4.85882, 1.32683, -1.67752)  0.131
C (1.36161, -5.09767, 0.50702)  -0.030
C (-0.01377, -4.69299, -0.03830)  -0.581
C (-0.27856, -5.34859, -1.40606)  -0.032
C (-1.11554, -5.07471, 0.96549)  -0.031
C (-0.07243, -3.24903, -0.24060)  -0.082
N (-0.18063, -2.13072, -0.46728)  0.032
H (1.39514, -6.18348, 0.59188)  0.093
H (1.52713, -4.66591, 1.49383)  0.093
H (2.16542, -4.77202, -0.15276)  0.093
H (-0.25994, -6.43194, -1.29178)  0.093
H (0.47938, -5.05476, -2.13176)  0.094
H (-1.25352, -5.04905, -1.79042)  0.093
H (-1.12955, -6.15831, 1.07974)  0.094
H (-2.09344, -4.74350, 0.61581)  0.091
H (-0.92310, -4.62080, 1.93734)  0.094

Cartesian forces (eV/Å) of the 3 atoms listed first:
Pt 0.8 1.7 0.8
O -0.5 -0.4 -0.2
C 1.7 0.9 -0.2



Entry 3:
A single C19H21F3N4O2S molecule, computed with the ωB97M-V functional and the def2-TZVPD basis.

Results
HOMO energy in eV: -9.0
E in a.u.: -1803.961146
SMILES: O=C(CSc1nc(-c2ccccc2)cc(C(F)(F)F)n1)NCCN1CCOCC1

Each line ends with the Löwdin charge.
Element x y z (Å)
O (-3.75546, -3.29214, 0.43996)  0.063
C (-2.75100, -2.61901, 0.51116)  -0.569
C (-1.67588, -2.87905, 1.56449)  -0.344
S (-0.03047, -3.21373, 0.84376)  1.021
C (0.67041, -1.62773, 0.81798)  -0.653
N (-0.08132, -0.58847, 1.15374)  0.104
C (0.46936, 0.62265, 1.17497)  -0.198
C (-0.40888, 1.73575, 1.54053)  -0.168
C (-1.78532, 1.51590, 1.63350)  -0.028
C (-2.64163, 2.55085, 1.95286)  -0.072
C (-2.14064, 3.82094, 2.19123)  -0.075
C (-0.77571, 4.04673, 2.11561)  -0.071
C (0.08630, 3.01591, 1.79326)  -0.024
C (1.82072, 0.78160, 0.82717)  0.066
C (2.49550, -0.36957, 0.45541)  -0.168
C (3.94005, -0.32754, 0.00660)  -0.581
F (4.71993, -1.13308, 0.73388)  0.159
F (4.46300, 0.90561, 0.10811)  0.138
F (4.07387, -0.69459, -1.27359)  0.156
N (1.94595, -1.57057, 0.44710)  0.141
N (-2.48202, -1.57990, -0.29423)  0.058
C (-3.33576, -1.20125, -1.39500)  -0.158
C (-3.12964, 0.27472, -1.72517)  -0.179
N (-1.71917, 0.62252, -1.83188)  -0.172
C (-1.05385, -0.03288, -2.95106)  -0.153
C (0.42124, 0.36649, -2.96648)  -0.181
O (0.57729, 1.75927, -3.08466)  -0.118
C (-0.07116, 2.41730, -2.02571)  -0.183
C (-1.55627, 2.06354, -1.96290)  -0.159
H (-1.56686, -2.02493, 2.23141)  0.076
H (-1.94504, -3.77222, 2.12601)  0.082
H (-2.17087, 0.52684, 1.44785)  0.097
H (-3.70387, 2.36755, 2.01861)  0.108
H (-2.80978, 4.63062, 2.44047)  0.105
H (-0.38007, 5.03196, 2.31112)  0.106
H (1.14586, 3.21425, 1.75484)  0.108
H (2.31494, 1.73649, 0.81694)  0.115
H (-1.63942, -1.03198, -0.17744)  0.080
H (-3.12331, -1.82886, -2.26886)  0.120
H (-4.37484, -1.38378, -1.10701)  0.126
H (-3.68196, 0.51272, -2.65031)  0.129
H (-3.54296, 0.88343, -0.91634)  0.117
H (-1.12147, -1.11452, -2.83461)  0.120
H (-1.51516, 0.25405, -3.91186)  0.135
H (0.93082, -0.07441, -3.82397)  0.131
H (0.90249, 0.01138, -2.04178)  0.115
H (0.05819, 3.48670, -2.20027)  0.131
H (0.40313, 2.14563, -1.07148)  0.100
H (-2.00554, 2.55103, -1.09433)  0.115
H (-2.05166, 2.43695, -2.87619)  0.132

Cartesian forces (eV/Å) of the 3 atoms listed first:
O -0.4 -0.3 0.0
C 0.5 0.1 0.3
C 0.3 -0.2 -0.2



Entry 4:
2 unconnected molecules or ions with the total composition C19H21F6IN3O6S2 in a non-equilibrium geometry, computed with the ωB97M-V functional and the def2-TZVPD basis.

Results
HOMO energy in eV: -2.2
E in a.u.: -3045.540535
Charge: -1

Each line ends with the Löwdin charge.
Element x y z (Å)
C (-0.10435, 3.95278, 0.26507)  0.001
C (-0.54099, 3.66178, 1.67121)  -0.517
O (-1.63806, 3.94656, 2.09797)  0.091
N (0.45181, 3.05498, 2.49826)  0.013
C (0.39948, 1.58165, 2.43522)  -0.200
C (1.59169, 0.95662, 3.16493)  -0.161
C (1.25069, -0.38377, 3.85070)  -0.180
C (1.76135, -1.59305, 3.06499)  -0.154
C (1.31753, -1.60448, 1.62107)  -0.165
C (2.34478, -1.37558, 0.66711)  0.022
C (2.14849, -1.29429, -0.67907)  -0.128
C (3.32869, -1.08291, -1.59328)  -0.206
C (3.22963, 0.06812, -2.60961)  -0.750
C (4.39825, 1.03138, -2.48955)  -0.199
I (3.24450, -0.70032, -4.64293)  0.793
C (0.82217, -1.42184, -1.15553)  -0.142
N (0.59823, -1.31120, -2.48951)  0.148
C (-0.63440, -1.35995, -2.90672)  -0.030
C (-1.69135, -1.51136, -1.96382)  -0.257
S (-3.35260, -1.50590, -2.64310)  0.789
O (-3.90131, -2.82667, -2.49992)  -0.266
O (-3.24258, -0.96936, -3.96040)  -0.250
C (-4.29449, -0.27915, -1.58267)  -0.476
F (-5.07340, 0.40735, -2.40071)  0.166
F (-3.39387, 0.52168, -0.99176)  0.132
C (-5.15813, -0.94602, -0.48588)  -0.559
F (-5.68461, 0.01310, 0.29515)  0.171
F (-6.16068, -1.64571, -1.03306)  0.170
F (-4.41672, -1.75787, 0.27557)  0.155
N (-1.51709, -1.65559, -0.69109)  0.179
C (-0.23703, -1.64194, -0.24490)  -0.153
C (0.03877, -1.78701, 1.14144)  -0.147
S (-1.28526, -2.25203, 2.21087)  0.678
O (-2.20195, -3.12085, 1.57004)  -0.226
O (-0.76665, -2.56352, 3.50098)  -0.256
F (-1.98431, -0.85321, 2.35956)  -0.136
H (0.55536, 4.82100, 0.26578)  0.086
H (0.44594, 3.11445, -0.16307)  0.073
H (-0.97480, 4.16535, -0.35162)  0.093
H (0.24755, 3.34382, 3.45020)  0.118
H (0.39248, 1.29590, 1.38063)  0.116
H (-0.54137, 1.22643, 2.87222)  0.113
H (2.39150, 0.77633, 2.44439)  0.104
H (1.94683, 1.66537, 3.91319)  0.107
H (1.72274, -0.41816, 4.83499)  0.112
H (0.17699, -0.44434, 4.03272)  0.091
H (2.85049, -1.52825, 3.06030)  0.113
H (1.46555, -2.51883, 3.55255)  0.110
H (3.35261, -1.26162, 1.04671)  0.121
H (4.17117, -0.84984, -0.93600)  0.105
H (3.58562, -2.02200, -2.08442)  0.096
H (2.28605, 0.59898, -2.53834)  0.068
H (5.35255, 0.50897, -2.55608)  0.071
H (4.37408, 1.75963, -3.30031)  0.057
H (4.33222, 1.59211, -1.55269)  0.082
H (-0.85146, -1.24842, -3.96148)  0.130
O (-3.50522, 2.31382, -4.48086)  -0.662
H (-3.42309, 1.35688, -4.55548)  -0.253

Cartesian forces (eV/Å) of the 3 atoms listed first:
C -0.3 -0.2 -0.2
C -0.4 0.0 0.1
O 0.5 0.2 0.0